Model i:
Below is an isolated ion of composition C5H11IN and charge +1, with properties calculated with ωB97M-V/def2-TZVPD.

Kohn-Sham gap   9.93 eV
Total charge   +1
SMILES   I[C@H]1CCCC[NH2+]1

Cartesian coordinates (Å):
I  0.4358  1.1289  2.7536
C  1.0432  0.7799  0.6727
C  1.1300  -0.7584  0.4624
C  -0.2940  -1.3812  0.5101
C  -1.2091  -0.6509  -0.5739
C  -0.4631  0.5248  -1.2832
N  -0.0150  1.4277  -0.1714
H  2.0040  1.3001  0.5614
H  1.8214  -1.1589  1.2179
H  1.5547  -1.0387  -0.5202
H  -0.2660  -2.4387  0.1991
H  -0.7425  -1.3703  1.5131
H  -1.5978  -1.3895  -1.2825
H  -2.0221  -0.1697  0.0073
H  0.3763  0.1997  -1.9101
H  -1.1707  1.0457  -1.9507
H  0.2813  2.3222  -0.5669
H  -0.8667  1.6273  0.3613

Model ii:
Below is an isolated ion of composition C5H11IN and charge +1, with properties calculated with ωB97M-V/def2-TZVPD.

Kohn-Sham gap   8.23 eV
Total charge   +1
SMILES   C[C@]1(I)CCC[NH2+]1

Cartesian coordinates (Å):
C  0.5278  1.9336  0.1225
C  0.6410  0.4205  0.0242
I  3.1618  -0.1564  0.1280
C  -0.0078  -0.0836  -1.2774
C  -1.0993  -1.1138  -0.7126
C  -0.5768  -1.5351  0.6328
N  -0.0135  -0.2640  1.2144
H  1.1029  2.4914  -0.7455
H  0.8805  2.2650  1.0105
H  -0.5815  2.3207  0.2049
H  0.7754  -0.6077  -1.8927
H  -0.3706  0.8554  -1.8435
H  -2.0505  -0.4622  -0.4226
H  -1.2258  -1.9619  -1.4473
H  -1.3037  -1.9033  1.1794
H  0.1813  -2.1669  0.4137
H  -0.7512  0.2828  1.4824
H  0.7100  -0.3145  1.9288

Quick one: least stable of them? model ii